This record from the Open Molecules 2025 dataset describes 15 unconnected molecules or ions with the total composition C37H104N8O15. The level of theory is ωB97M-V/def2-TZVPD.

Structure (ORCA input):
```
! RIJCOSX wB97M-V def2-TZVPD def2/J DEFGRID3
* xyz 0 1
C 0.381 -1.922 -4.214
O -0.416 -1.585 -5.093
N 0.054 -2.471 -3.001
N 1.738 -1.847 -4.379
H 0.796 -2.884 -2.441
H -0.906 -2.784 -2.906
H 2.123 -1.493 -5.235
H 2.361 -1.948 -3.598
C 0.900 -5.435 2.146
O 1.538 -6.257 1.479
N 1.130 -4.094 1.990
N 0.001 -5.751 3.113
H 0.608 -3.425 2.527
H 1.855 -3.892 1.327
H -0.050 -6.706 3.414
H -0.285 -4.974 3.689
C 2.871 -3.635 -1.228
O 1.781 -3.326 -0.729
N 3.796 -2.739 -1.665
N 3.306 -4.925 -1.190
H 3.673 -1.743 -1.525
H 4.540 -3.200 -2.156
H 4.241 -5.198 -1.414
H 2.585 -5.587 -0.939
C 1.866 -0.299 4.016
O 2.189 -0.507 5.184
N 0.716 -0.795 3.486
N 2.660 0.363 3.132
H 0.086 -1.373 4.006
H 0.552 -0.659 2.501
H 3.523 0.714 3.504
H 2.338 0.574 2.204
C -1.310 -0.380 0.432
C 0.002 0.019 -0.240
C 0.291 1.502 -0.179
O 1.081 -0.561 0.515
H -2.179 0.008 -0.105
H -1.376 0.080 1.422
H -1.416 -1.464 0.482
H 0.014 -0.389 -1.256
H 0.221 1.751 0.885
H -0.436 2.158 -0.655
H 1.285 1.762 -0.538
H 1.028 -1.521 0.358
C 4.922 -2.366 1.736
C 6.360 -2.585 1.346
C 6.922 -1.339 0.641
O 7.086 -2.811 2.558
H 4.195 -2.231 0.930
H 4.784 -1.512 2.395
H 4.570 -3.305 2.172
H 6.512 -3.462 0.709
H 8.007 -1.319 0.541
H 6.620 -0.469 1.228
H 6.519 -1.191 -0.362
H 7.780 -3.449 2.374
C 0.843 1.756 -4.331
C 1.414 2.566 -5.501
C 2.509 1.807 -6.246
O 0.363 2.955 -6.374
H -0.091 1.293 -4.656
H 0.638 2.434 -3.500
H 1.461 0.979 -3.881
H 1.872 3.481 -5.101
H 3.440 1.924 -5.688
H 2.574 2.174 -7.267
H 2.254 0.748 -6.173
H 0.633 3.745 -6.848
C 4.785 1.697 -0.787
C 4.243 1.134 -2.085
C 5.418 0.574 -2.911
O 3.277 0.123 -1.835
H 5.367 1.039 -0.139
H 3.979 2.021 -0.117
H 5.410 2.581 -0.924
H 3.794 1.932 -2.683
H 5.903 -0.201 -2.321
H 6.086 1.327 -3.320
H 4.985 0.095 -3.796
H 2.875 0.263 -0.967
C -3.060 -4.292 4.751
C -2.213 -3.528 3.769
C -2.817 -2.165 3.378
O -0.867 -3.277 4.283
H -2.598 -5.226 5.065
H -4.080 -4.549 4.460
H -3.268 -3.580 5.559
H -1.994 -4.138 2.892
H -2.870 -1.526 4.264
H -3.846 -2.262 3.025
H -2.213 -1.695 2.607
H -1.054 -2.673 5.017
C -4.064 2.542 0.631
C -4.388 1.109 1.102
C -5.621 1.153 1.964
O -4.616 0.340 -0.061
H -4.099 3.271 1.445
H -4.754 2.873 -0.147
H -3.045 2.652 0.257
H -3.548 0.698 1.661
H -5.748 0.252 2.571
H -6.569 1.117 1.415
H -5.703 2.067 2.553
H -5.316 0.627 -0.652
C -2.145 1.937 4.437
C -3.474 1.828 5.188
C -3.333 1.144 6.544
O -3.997 3.147 5.317
H -2.222 1.799 3.358
H -1.413 1.171 4.716
H -1.665 2.870 4.733
H -4.119 1.205 4.560
H -2.998 0.114 6.649
H -4.308 1.191 7.039
H -2.623 1.770 7.094
H -4.291 3.248 6.229
C -1.635 4.787 -1.050
C -1.485 4.708 -2.582
C -2.334 5.782 -3.270
O -0.126 4.755 -3.007
H -0.937 4.129 -0.527
H -2.624 4.490 -0.706
H -1.463 5.776 -0.619
H -1.865 3.710 -2.829
H -3.395 5.542 -3.237
H -2.013 6.113 -4.259
H -2.180 6.727 -2.735
H -0.042 4.186 -3.775
C 3.616 5.301 1.742
C 2.179 5.818 1.935
C 1.279 4.964 1.048
O 1.913 5.733 3.333
H 3.561 4.236 1.983
H 4.340 5.782 2.398
H 3.937 5.432 0.707
H 2.097 6.842 1.571
H 1.054 3.996 1.503
H 1.685 4.900 0.040
H 0.313 5.472 1.008
H 1.760 4.798 3.511
C -3.982 -5.084 -1.499
C -3.156 -3.842 -1.177
C -2.003 -4.033 -0.230
O -2.624 -3.373 -2.434
H -3.316 -5.891 -1.808
H -4.644 -4.856 -2.334
H -4.551 -5.472 -0.652
H -3.774 -2.998 -0.846
H -2.347 -3.664 0.739
H -1.079 -3.559 -0.559
H -1.691 -5.070 -0.074
H -3.316 -2.889 -2.906
C -5.080 0.061 -3.837
C -3.559 -0.051 -3.914
C -2.817 0.337 -2.661
O -3.109 -1.347 -4.293
H -5.447 -0.694 -3.132
H -5.620 -0.075 -4.771
H -5.365 1.024 -3.409
H -3.278 0.652 -4.710
H -3.232 1.239 -2.199
H -1.772 0.581 -2.866
H -2.861 -0.440 -1.899
H -2.133 -1.313 -4.320
*
```

Computed properties:
Energy, Ha: -3038.90039
HOMO energy, eV: -9.5